Entry from OMol25: 2 unconnected molecules or ions with the total composition C2HBrF2S in a non-equilibrium geometry (the ωB97M-V functional and the def2-TZVPD basis).

Positions of all 7 atoms, in Å:
1 C -0.4829 0.5536 0.1250
2 C -0.1325 0.1352 -1.2562
3 F -1.8528 0.8283 0.2798
4 F 0.8806 0.6809 -1.9813
5 S -0.1203 -1.2148 -0.2021
6 Br 1.5452 -2.3254 2.2933
7 H 0.1627 1.3422 0.7416

## Properties
ΔE to the lowest compared entry with this formula, charge and spin: 77.3 kcal/mol
largest force on an atom: 2.9 eV Å⁻¹
HOMO (alpha / beta): -9.4 / -10.9 eV
LUMO energy (alpha / beta): -3.43 / -1.58 eV

The molecule's Mulliken atomic charges, reported in e, are given here:
1 C 0.1887
2 C 0.0703
3 F -0.2203
4 F -0.1867
5 S -0.0230
6 Br -0.1346
7 H 0.3057